1.
{"formula": "C7H10S", "method": "ωB97M-V/def2-TZVPD", "de_lowest_kcal_mol": 100.7, "lumo_energy_ev": 0.755, "orbital_gap_ev": 8.659, "symbols": ["C", "C", "C", "C", "C", "C", "C", "S", "H", "H", "H", "H", "H", "H", "H", "H", "H", "H"], "xyz": [[-0.04, -1.16, 1.14], [1.24, -0.98, 1.49], [-0.23, -0.35, -0.02], [0.88, 0.27, -0.51], [1.95, -0.11, 0.47], [1.04, 0.98, -1.74], [-2.34, 0.05, -0.60], [-3.37, -0.24, 0.72], [-0.77, -1.56, 1.74], [1.72, -1.16, 2.42], [2.40, 0.89, 0.76], [2.84, -0.62, 0.08], [2.14, 1.23, -1.86], [0.48, 1.90, -1.85], [0.71, 0.30, -2.52], [-2.25, -0.82, -1.33], [-2.25, 0.93, -1.08], [-2.75, 0.87, 1.46]], "lowdin_charge": [-0.10, -0.09, -0.03, -0.33, -0.16, -0.08, -0.53, 0.66, 0.06, 0.09, 0.15, 0.13, 0.10, 0.08, 0.09, 0.05, -0.03, -0.04]}

---

2.
{"formula": "C7H10S", "method": "ωB97M-V/def2-TZVPD", "de_lowest_kcal_mol": 83.6, "smiles": "CC[C@@H]1CC2(C=C2)S1", "lumo_energy_ev": 1.064, "orbital_gap_ev": 8.988, "symbols": ["C", "C", "C", "C", "C", "C", "C", "S", "H", "H", "H", "H", "H", "H", "H", "H", "H", "H"], "xyz": [[2.40, -1.56, -0.70], [3.09, -0.58, -0.21], [-1.68, -0.17, 0.60], [0.61, 0.54, -0.40], [-2.41, 0.85, -0.20], [1.58, -0.56, -0.02], [-0.26, 0.39, 0.84], [0.64, -1.03, 1.50], [2.22, -2.46, -1.27], [3.99, -0.12, 0.07], [-2.04, -0.58, 1.56], [-1.50, -1.07, 0.07], [1.02, 1.46, -0.70], [0.13, 0.20, -1.29], [-3.07, 0.34, -0.88], [-1.70, 1.37, -0.86], [-2.87, 1.73, 0.35], [-0.14, 1.25, 1.54]], "lowdin_charge": [-0.02, 0.03, -0.32, -0.19, -0.11, -0.63, -0.59, 0.90, 0.10, 0.08, 0.11, 0.07, 0.10, 0.10, 0.07, 0.07, 0.10, 0.12]}